No. 1
# H2N4O2

2 unconnected molecules or ions with the total composition H2N4O2 (the ωB97M-V functional and the def2-TZVPD basis, the OMol25 dataset).

The geometry in XYZ format:
```
8
H2N4O2 the ωB97M-V functional and the def2-TZVPD basis
N -0.200 0.686 0.871
N -0.765 -0.742 -0.838
N 0.445 -0.264 1.467
N -0.770 -0.189 -1.794
O -0.640 0.356 -2.796
O 0.470 1.497 0.130
H 1.502 -0.205 1.383
H -0.041 -1.140 1.576
```

Values from the calculation:
Energy above the lowest of the compared OMol25 structures with the same formula, charge and spin in kJ/mol: 217.3
LUMO energy in eV: 0.3
HOMO in eV: -9.66


No. 2
# C2H3NO2

C2H3NO2 in the gas phase (the ωB97M-V functional and the def2-TZVPD basis, the OMol25 dataset).

The geometry in XYZ format:
```
8
C2H3NO2 the ωB97M-V functional and the def2-TZVPD basis
N -1.744 -0.752 0.713
C -0.805 -0.195 0.110
O 0.286 -0.984 -0.235
C 1.493 -0.490 -0.498
O 1.519 0.811 -0.234
H -2.503 -0.090 0.865
H -0.744 0.834 -0.231
H 2.498 0.867 -0.491
```

Values from the calculation:
Energy above the lowest of the compared OMol25 structures with the same formula, charge and spin in kJ/mol: 275.1
LUMO energy in eV: 0.7
HOMO in eV: -9.67


No. 3
# C23H36MgP2

A molecular structure, C23H36MgP2 (the ωB97M-V functional and the def2-TZVPD basis, the OMol25 dataset).

The geometry in XYZ format:
```
62
C23H36MgP2 the ωB97M-V functional and the def2-TZVPD basis
P 0.108 -1.800 -3.524
P 0.163 1.601 -3.378
C -0.245 -0.720 -4.980
C 0.456 0.637 -4.930
H -1.343 -0.614 -5.048
H 0.124 -1.307 -5.838
H 1.549 0.545 -5.060
H 0.059 1.295 -5.720
C -1.523 2.178 -3.793
H -1.837 2.928 -3.060
H -2.223 1.332 -3.785
H -1.477 2.615 -4.796
C 1.318 2.925 -3.800
H 0.969 3.372 -4.743
H 2.312 2.470 -3.931
H 1.333 3.665 -2.990
C -1.021 -3.138 -3.940
H -0.944 -3.913 -3.163
H -0.721 -3.518 -4.931
H -2.037 -2.705 -3.968
C 1.816 -2.280 -4.006
H 2.485 -1.408 -3.957
H 1.769 -2.661 -5.033
H 2.174 -3.056 -3.321
Mg -0.076 -0.493 3.036
C 0.708 1.545 -0.273
C -0.624 1.394 -0.375
C -1.466 0.465 -1.178
C -1.911 -0.894 -0.610
C -0.794 -1.876 -0.434
C 0.529 -1.730 -0.647
C 1.321 -0.688 -1.354
C 1.809 0.605 -0.659
C 0.424 -2.456 3.542
H 1.085 2.357 0.360
H -1.236 1.987 0.312
H -0.951 0.190 -2.111
H -2.399 1.015 -1.419
H -2.480 -0.737 0.326
H -2.650 -1.315 -1.324
H -1.100 -2.775 0.119
H 1.189 -2.455 -0.157
H 0.728 -0.243 -2.180
H 2.235 -1.196 -1.735
H 2.458 0.322 0.193
H 2.474 1.112 -1.396
H 1.315 -2.481 4.189
H 0.685 -2.914 2.566
H -0.423 -3.023 3.963
C -0.269 1.272 3.915
C -0.331 1.348 5.153
C -0.316 1.381 6.552
C -1.438 1.802 7.303
C -1.433 1.637 8.686
C -0.327 1.063 9.333
C 0.798 0.678 8.590
C 0.807 0.821 7.208
H -2.305 2.231 6.797
H -2.296 1.952 9.274
H -0.339 0.911 10.414
H 1.669 0.259 9.095
H 1.666 0.487 6.618
```

Values from the calculation:
Energy above the lowest of the compared OMol25 structures with the same formula, charge and spin in kJ/mol: 0.0
LUMO energy in eV: 0.4
HOMO in eV: -7.37


- Which value of LUMO energy does entry 2 give?
  0.7 eV